Entry from the OMol25 dataset: C3H2N2O2 in the gas phase (ωB97M-V/def2-TZVPD).

```
! RIJCOSX wB97M-V def2-TZVPD def2/J DEFGRID3
* xyz 0 1
N 0.8651 1.5587 0.2251
C 0.7072 0.3379 0.0024
O -0.0657 -0.5415 0.7476
C -1.3793 -0.6465 0.3843
O -1.8967 -0.0143 -0.4855
C 1.9534 -0.8694 -1.8795
N 1.3761 -0.3124 -1.0156
H 0.2893 1.8567 1.0107
H -1.8586 -1.3933 1.0284
*
```

Calculated values
- Kohn-Sham gap: 11.8322 eV
- HOMO energy: -11.7 eV
- Strongest force on any atom: 1.07 eV/A
- E: -10216.5960 eV
- E_LUMO: 0.10 eV

Entry from the OMol25 dataset: a molecular structure, C18H22AsN2O7ReSSi (ωB97M-V/def2-TZVPD).

```
! RIJCOSX wB97M-V def2-TZVPD def2/J DEFGRID3
* xyz 1 2
Re -0.9022 0.3849 0.3627
O 3.2026 -0.4485 0.1676
C 2.1368 -0.2383 0.6950
O 1.0512 -0.0521 -0.0229
C 2.0199 -0.1998 2.1966
C 3.1908 -0.2052 2.9354
C 3.1418 -0.1912 4.3246
C 1.9283 -0.2098 4.9966
C 0.7512 -0.1725 4.2743
C 0.7571 -0.1562 2.8485
O -0.3642 -0.1059 2.2088
N -0.4993 -0.0657 4.9978
O -1.4919 0.2320 4.3699
O -0.4619 -0.2502 6.1886
N 4.3801 -0.0833 5.0873
O 5.3909 0.0822 4.4512
O 4.2927 -0.1360 6.2888
H 4.1439 -0.1930 2.4214
H 1.9010 -0.2241 6.0795
C 1.5946 3.0239 1.2129
Si -0.1512 2.7926 0.4711
C -0.1407 3.2450 -1.3941
C -1.5062 3.5185 1.5939
C -1.7376 4.8938 1.5743
C -2.6430 5.4675 2.4485
C -3.3227 4.6827 3.3672
C -3.1182 3.3121 3.3878
C -2.2231 2.7376 2.5034
H 1.8609 4.0771 1.1967
H 2.3503 2.4894 0.6437
H 1.6496 2.6930 2.2463
H 0.2545 4.2479 -1.5228
H -1.1344 3.2312 -1.8364
H 0.5011 2.5673 -1.9552
H -1.1987 5.5188 0.8800
H -2.8204 6.5318 2.4148
H -4.0040 5.1369 4.0716
H -3.6419 2.6832 4.0921
H -2.0666 1.6622 2.5465
C -4.0984 -1.7890 -2.7848
As -2.4127 -1.1553 -2.0431
C -1.2614 -0.6048 -3.5125
C -1.5083 -2.6377 -1.1520
S -2.8768 0.5610 -0.7974
H -3.9208 -2.5923 -3.5015
H -4.6118 -0.9630 -3.2854
H -4.7371 -2.1581 -1.9777
H -1.1965 -1.4205 -4.2344
H -0.2642 -0.3811 -3.1195
H -1.6706 0.2807 -4.0039
H -1.5805 -3.5298 -1.7759
H -1.9684 -2.8395 -0.1801
H -0.4541 -2.3697 -1.0177
*
```

Calculated values
- Kohn-Sham gap (alpha / beta): 6.1220 / 6.4370 eV
- HOMO energy (alpha / beta): -11.8 / -11.8 eV
- Strongest force on any atom: 5.13 eV/A
- E: -118004.1340 eV
- E_LUMO (alpha / beta): -5.70 / -5.35 eV

Entry from the OMol25 dataset: 3 unconnected molecules or ions with the total composition C17H44BBr2FN6O2P2 (ωB97M-V/def2-TZVPD).

```
! RIJCOSX wB97M-V def2-TZVPD def2/J DEFGRID3
* xyz 0 1
C -7.2946 1.0823 -0.2269
C -7.2245 -0.4905 -0.1143
Br -5.6456 -1.3834 -0.9446
C -8.1821 -1.2474 0.5525
Br -8.0127 -3.2284 0.7001
B -9.4617 -0.5090 1.2311
C -10.7633 -0.3152 0.2420
C -11.6373 0.9625 0.6003
F -11.6196 -1.4668 0.2380
H -6.8119 1.5128 0.7026
H -6.6285 1.4089 -1.0946
H -8.3203 1.4970 -0.4498
H -9.4600 -0.1001 2.3422
H -10.3697 -0.1889 -0.8152
H -11.8174 1.0004 1.7169
H -12.6482 0.9725 0.0711
H -11.1309 1.9406 0.3207
O -2.7642 2.5187 0.1688
P -1.2681 2.1485 0.1568
N -1.0250 2.5731 -1.4885
C -1.6844 1.9004 -2.5942
C -0.9858 4.0219 -1.7127
N -1.5056 0.4836 0.4802
C -1.3470 -0.6085 -0.4565
C -2.6222 0.1654 1.3728
N 0.4887 1.7909 0.2541
C 1.1371 2.6474 1.2573
C 1.4005 1.6196 -0.8682
H -1.2639 2.2392 -3.5463
H -2.7664 2.0726 -2.6069
H -1.4982 0.8288 -2.5852
H 0.0342 4.3923 -1.5556
H -1.6459 4.5608 -1.0255
H -1.2764 4.3041 -2.7264
H -2.1839 -0.6657 -1.1619
H -1.3012 -1.5660 0.0733
H -0.4124 -0.5538 -1.0129
H -3.5748 0.1553 0.8357
H -2.6909 0.8957 2.1809
H -2.4852 -0.8104 1.8481
H 1.2317 3.6782 0.9023
H 2.1277 2.2700 1.5255
H 0.5425 2.6616 2.1790
H 1.6674 2.5720 -1.3418
H 1.0083 0.9576 -1.6383
H 2.3294 1.1514 -0.5224
O 4.1539 -0.9237 0.8716
P 5.6615 -1.2384 0.9378
N 5.9312 -0.8073 -0.7015
C 5.3121 -1.4943 -1.8220
C 5.9415 0.6425 -0.9247
N 5.4558 -2.9116 1.2403
C 5.6605 -3.9904 0.2970
C 4.3271 -3.2650 2.1051
N 7.4220 -1.5812 1.0255
C 8.0664 -0.7317 2.0378
C 8.3318 -1.7308 -0.1020
H 5.7457 -1.1450 -2.7643
H 4.2270 -1.3470 -1.8588
H 5.5228 -2.5613 -1.8093
H 6.9486 1.0367 -0.7451
H 5.2537 1.1656 -0.2522
H 5.6670 0.9184 -1.9446
H 4.8411 -4.0601 -0.4273
H 5.7171 -4.9517 0.8185
H 6.6055 -3.9085 -0.2381
H 3.3851 -3.2932 1.5482
H 4.2232 -2.5452 2.9185
H 4.4798 -4.2422 2.5726
H 8.1511 0.3042 1.6960
H 9.0612 -1.1033 2.2985
H 7.4747 -0.7343 2.9614
H 8.5901 -0.7716 -0.5655
H 7.9410 -2.3873 -0.8773
H 9.2638 -2.1941 0.2403
*
```

Calculated values
- Kohn-Sham gap: 6.6482 eV
- HOMO energy: -7.8 eV
- Strongest force on any atom: 7.22 eV/A
- E: -193426.0232 eV
- SMILES: C/C(Br)=C(/Br)B[C@H](C)F.CN(C)P(=O)(N(C)C)N(C)C.CN(C)P(=O)(N(C)C)N(C)C
- E_LUMO: -1.15 eV

Entry from the OMol25 dataset: a molecular structure, C36H36EuN9 (ωB97M-V/def2-TZVPD).

```
! RIJCOSX wB97M-V def2-TZVPD def2/J DEFGRID3
* xyz 1 8
Eu 0.3626 0.5667 -0.3976
C -1.7222 2.5170 -2.1954
N -0.4147 1.9330 -2.5313
C 0.5165 2.9974 -2.9243
C 1.9863 2.6683 -2.7548
C 2.9110 3.1144 -3.6891
C 4.2551 2.8470 -3.4889
C 4.6332 2.1387 -2.3608
C 3.6397 1.7328 -1.4861
N 2.3442 1.9843 -1.6660
C -0.5822 0.9422 -3.6082
C 0.5728 -0.0247 -3.7780
C 0.8056 -0.5834 -5.0299
C 1.8581 -1.4677 -5.1788
C 2.6476 -1.7637 -4.0766
C 2.3157 -1.1880 -2.8649
N 1.2896 -0.3480 -2.7060
C -2.6729 1.5352 -1.5338
C -4.0160 1.8610 -1.3902
C -4.8503 0.9524 -0.7648
C -4.3273 -0.2554 -0.3243
C -2.9800 -0.4953 -0.5099
N -2.1667 0.3889 -1.0966
H -2.2178 2.9301 -3.0870
H -1.5488 3.3553 -1.5159
H 0.2994 3.8723 -2.3059
H 0.3349 3.3062 -3.9631
H 2.5759 3.6575 -4.5629
H 4.9937 3.1799 -4.2060
H 5.6678 1.9002 -2.1597
H 3.8984 1.1635 -0.5989
H -0.7430 1.4540 -4.5680
H -1.4785 0.3601 -3.3955
H 0.1821 -0.3098 -5.8708
H 2.0684 -1.9116 -6.1430
H 3.4883 -2.4393 -4.1460
H 2.8788 -1.4289 -1.9688
H -4.3924 2.8067 -1.7583
H -5.8997 1.1783 -0.6284
H -4.9464 -0.9960 0.1615
H -2.5097 -1.4088 -0.1682
N 2.0846 0.3767 1.6591
C 2.0172 1.6112 2.4675
C 2.0854 2.8536 1.6028
N 0.8747 2.9822 0.7640
H 1.6996 -0.3985 2.1938
H 3.0559 0.1334 1.4829
H 2.8152 1.6538 3.2141
H 1.0664 1.5964 3.0046
H 2.9553 2.8031 0.9445
H 2.2275 3.7255 2.2487
H 0.9855 3.7878 0.1550
H 0.1004 3.1982 1.3870
N -1.9054 -5.7255 7.7989
C -1.7227 -5.0704 6.8742
C -1.4817 -4.2436 5.7134
C -0.4241 -3.3414 5.7190
C -0.1979 -2.5473 4.6070
C -1.0114 -2.6494 3.4860
C -2.0695 -3.5533 3.4907
C -2.3080 -4.3500 4.5965
C -0.7473 -1.7633 2.3118
C -1.1683 -0.4288 2.4968
C -1.9890 0.0114 3.5750
C -2.3539 1.3063 3.2849
C -1.7250 1.6128 2.0576
N -1.0048 0.6009 1.5867
C -0.2154 -2.3964 1.1784
C -0.0421 -3.8067 1.0681
C 0.2764 -4.0615 -0.2410
C 0.3191 -2.8026 -0.8822
N 0.0537 -1.7955 -0.0549
H 0.2125 -3.2636 6.5893
H 0.6193 -1.8363 4.6125
H -2.7046 -3.6337 2.6174
H -3.1314 -5.0505 4.6050
H -2.2965 -0.5764 4.4245
H -2.9924 1.9544 3.8628
H -1.8177 2.5401 1.5045
H -0.1654 -4.5262 1.8603
H 0.4560 -5.0209 -0.6983
H 0.5128 -2.6289 -1.9275
*
```

Calculated values
- Kohn-Sham gap (alpha / beta): 5.6099 / 6.9215 eV
- HOMO energy (alpha / beta): -8.4 / -9.7 eV
- Strongest force on any atom: 1.43 eV/A
- E: -70653.7796 eV
- E_LUMO (alpha / beta): -2.76 / -2.77 eV

Q: Which of these has the highest strongest force on any atom?
A: C17H44BBr2FN6O2P2

Q: The lowest E belongs to which entry?
A: C17H44BBr2FN6O2P2

What did the second record say?
Entry from the OMol25 dataset: a molecular structure, C18H22AsN2O7ReSSi (ωB97M-V/def2-TZVPD).

```
! RIJCOSX wB97M-V def2-TZVPD def2/J DEFGRID3
* xyz 1 2
Re -0.9022 0.3849 0.3627
O 3.2026 -0.4485 0.1676
C 2.1368 -0.2383 0.6950
O 1.0512 -0.0521 -0.0229
C 2.0199 -0.1998 2.1966
C 3.1908 -0.2052 2.9354
C 3.1418 -0.1912 4.3246
C 1.9283 -0.2098 4.9966
C 0.7512 -0.1725 4.2743
C 0.7571 -0.1562 2.8485
O -0.3642 -0.1059 2.2088
N -0.4993 -0.0657 4.9978
O -1.4919 0.2320 4.3699
O -0.4619 -0.2502 6.1886
N 4.3801 -0.0833 5.0873
O 5.3909 0.0822 4.4512
O 4.2927 -0.1360 6.2888
H 4.1439 -0.1930 2.4214
H 1.9010 -0.2241 6.0795
C 1.5946 3.0239 1.2129
Si -0.1512 2.7926 0.4711
C -0.1407 3.2450 -1.3941
C -1.5062 3.5185 1.5939
C -1.7376 4.8938 1.5743
C -2.6430 5.4675 2.4485
C -3.3227 4.6827 3.3672
C -3.1182 3.3121 3.3878
C -2.2231 2.7376 2.5034
H 1.8609 4.0771 1.1967
H 2.3503 2.4894 0.6437
H 1.6496 2.6930 2.2463
H 0.2545 4.2479 -1.5228
H -1.1344 3.2312 -1.8364
H 0.5011 2.5673 -1.9552
H -1.1987 5.5188 0.8800
H -2.8204 6.5318 2.4148
H -4.0040 5.1369 4.0716
H -3.6419 2.6832 4.0921
H -2.0666 1.6622 2.5465
C -4.0984 -1.7890 -2.7848
As -2.4127 -1.1553 -2.0431
C -1.2614 -0.6048 -3.5125
C -1.5083 -2.6377 -1.1520
S -2.8768 0.5610 -0.7974
H -3.9208 -2.5923 -3.5015
H -4.6118 -0.9630 -3.2854
H -4.7371 -2.1581 -1.9777
H -1.1965 -1.4205 -4.2344
H -0.2642 -0.3811 -3.1195
H -1.6706 0.2807 -4.0039
H -1.5805 -3.5298 -1.7759
H -1.9684 -2.8395 -0.1801
H -0.4541 -2.3697 -1.0177
*
```

Calculated values
- Kohn-Sham gap (alpha / beta): 6.1220 / 6.4370 eV
- HOMO energy (alpha / beta): -11.8 / -11.8 eV
- Strongest force on any atom: 5.13 eV/A
- E: -118004.1340 eV
- E_LUMO (alpha / beta): -5.70 / -5.35 eV

Q: The highest E belongs to which entry?
A: C3H2N2O2